[1]
ORCA calculation (wB97M-V/def2-TZVPD) on 5 unconnected molecules or ions with the total composition C43H63ClF32NO7PS2 in a non-equilibrium geometry.

CARTESIAN COORDINATES (ANGSTROEM)
C 0.34464 -4.84523 0.42782
C 1.43030 -5.19905 -0.60528
C 2.73818 -4.44764 -0.36235
C 3.97916 -5.05460 -1.06031
C 4.65077 -4.11430 -2.07142
C 5.85470 -3.33066 -1.49979
C 5.79091 -1.81536 -1.75144
C 4.58494 -1.21915 -1.01410
C 4.61594 0.29669 -0.77856
C 3.86376 1.15464 -1.80639
C 2.53352 0.54738 -2.28800
C 1.37436 1.53605 -2.61507
N 0.59690 1.89856 -1.45025
C 1.25099 2.26354 -0.20374
C 1.72984 3.71626 -0.11765
C 1.99289 4.08958 1.35272
C 1.99999 2.73969 -3.30970
O 1.12458 3.59231 -4.07779
S -0.44711 3.50789 -3.98425
O -0.92992 4.00291 -5.23177
O -0.90008 4.18680 -2.80868
C -0.87584 1.74950 -3.81146
P -1.96778 1.39548 -5.31211
C -3.46252 2.37508 -4.84780
C -2.61166 -0.33570 -5.14696
C 0.39372 0.82148 -3.61727
S 1.25906 0.66858 -5.23209
C -0.11811 -0.52732 -3.02218
C 0.08240 -1.84547 -3.77187
C 1.49428 -2.40524 -3.71311
Cl 1.52113 -4.10838 -4.24441
H -0.23022 -5.72114 0.73230
H -0.38560 -4.13499 0.03306
H 0.76517 -4.40440 1.33356
H 1.03604 -4.97733 -1.60008
H 1.61091 -6.27531 -0.57120
H 2.61464 -3.39297 -0.62619
H 2.90658 -4.46378 0.71919
H 4.69108 -5.38272 -0.30181
H 3.65575 -5.95759 -1.58485
H 3.90410 -3.43703 -2.48703
H 5.00613 -4.71150 -2.91547
H 5.84346 -3.45504 -0.41125
H 6.79920 -3.75569 -1.84172
H 6.70682 -1.37989 -1.34423
H 5.73760 -1.63178 -2.82815
H 3.68152 -1.53238 -1.53686
H 4.54249 -1.71152 -0.03787
H 4.27043 0.52415 0.23282
H 5.66225 0.61616 -0.79719
H 3.73788 2.14340 -1.37164
H 4.50676 1.31338 -2.67779
H 2.16708 -0.11483 -1.50049
H 2.74921 -0.08043 -3.15097
H -0.16798 1.26758 -1.27818
H 2.06991 1.59591 0.09842
H 0.49073 2.15940 0.57571
H 0.97392 4.37209 -0.54866
H 2.68645 3.83620 -0.63050
H 2.90030 3.57978 1.69016
H 1.17817 3.77361 2.00359
H 2.18497 5.15713 1.45722
H 2.51349 3.38055 -2.59773
H 2.76031 2.38647 -4.00574
H -1.46136 1.71958 -2.89402
H -4.26542 1.72068 -4.50255
H -3.24596 3.08202 -4.04693
H -3.79930 2.93658 -5.71520
H -2.04739 -0.97765 -5.81950
H -3.62897 -0.29021 -5.54318
H -2.68299 -0.76227 -4.14733
H 0.34250 -0.01671 -5.92202
H -1.19327 -0.41661 -2.88412
H 0.26972 -0.68679 -2.01404
H -0.26586 -1.82481 -4.80233
H -0.54455 -2.58499 -3.26217
H 2.18103 -1.86959 -4.36351
H 1.87789 -2.35493 -2.69390
F 0.50454 -2.70510 5.08946
C -0.48277 -3.61611 5.02443
F -0.02717 -4.66819 4.30988
C -1.73217 -3.06339 4.32430
F -1.45316 -2.82478 3.02797
F -2.63311 -4.08543 4.38158
C -2.45126 -1.84943 4.94328
O -2.20539 -0.55486 4.39301
C -1.16945 0.25739 4.79493
F -0.55720 -0.18708 5.90187
F -1.71782 1.45940 5.10889
C -0.17958 0.55150 3.65624
F 0.31895 -0.57892 3.13338
F 0.84168 1.28273 4.15271
H -0.72893 -3.95701 6.03350
H -3.50120 -2.01500 4.70536
H -2.37605 -1.85307 6.03029
H -0.68488 1.11892 2.87132
F -8.50061 0.40506 5.19269
C -8.94728 0.26986 3.93460
F -9.37819 -1.00354 3.78171
C -7.84159 0.52385 2.90329
F -6.89757 -0.44174 2.98405
F -8.44846 0.37072 1.69005
C -7.17862 1.91613 2.87092
O -5.92999 2.12282 3.51550
C -5.81045 2.44617 4.84852
F -6.99864 2.71818 5.41185
F -5.07463 3.57499 4.92115
C -5.01498 1.37763 5.61005
F -5.56066 0.15449 5.44383
F -5.02098 1.66129 6.93209
H -9.78826 0.94789 3.76820
H -6.93985 2.07059 1.81943
H -7.90060 2.68817 3.14052
H -3.98868 1.35769 5.24877
F -6.50173 -3.89332 0.77200
C -7.59723 -3.12105 0.65617
F -8.67574 -3.91364 0.85497
C -7.69210 -2.46680 -0.72528
F -7.88816 -3.38948 -1.69016
F -8.80602 -1.68134 -0.68784
C -6.53945 -1.52899 -1.12991
O -5.49042 -2.03462 -1.94924
C -4.37584 -2.65087 -1.44038
F -4.28319 -2.52548 -0.10671
F -3.29522 -2.01324 -1.95899
C -4.23585 -4.10986 -1.90662
F -5.32561 -4.83225 -1.60634
F -3.16843 -4.65687 -1.28457
H -7.58228 -2.35711 1.43788
H -7.01671 -0.78212 -1.76277
H -6.14743 -0.99774 -0.26213
H -4.07875 -4.13304 -2.98712
F 5.43874 3.83611 0.85275
C 5.60893 4.63272 -0.21777
F 5.40406 3.87693 -1.32223
C 7.02343 5.21849 -0.28215
F 7.92110 4.23987 -0.51209
F 7.00447 6.02490 -1.38371
C 7.49722 6.11568 0.87344
O 8.30440 5.54780 1.89490
C 7.78661 4.95636 3.02028
F 6.46418 5.16506 3.14401
F 8.37928 5.54657 4.08270
C 8.14385 3.46457 3.12345
F 7.74562 2.78876 2.03142
F 7.51536 2.94329 4.19999
H 4.86073 5.42979 -0.19445
H 8.16405 6.82942 0.39198
H 6.67037 6.69290 1.28870
H 9.22316 3.35269 3.24182

- charge = 0
- total energy (hartree) = -7051.3225
- maximum force (hartree/bohr) = 0.0213
- E_LUMO (eV) = -0.12
- structure (SMILES) = CCCCCCCCCCC[C@@]1(NCCC)COS(=O)(=O)[C@@H](P(C)C)[C@]1(S)CCCCl.FC(F)C(F)(F)COC(F)(F)C(F)F.FC(F)C(F)(F)COC(F)(F)C(F)F.FC(F)C(F)(F)COC(F)(F)C(F)F.FC(F)C(F)(F)COC(F)(F)C(F)F
- Kohn-Sham gap (Eh) = 0.306

---

[2]
ORCA calculation (wB97M-V/def2-TZVPD) on a molecular structure, C43H63FN6O2PS2Ti in a non-equilibrium geometry.

CARTESIAN COORDINATES (ANGSTROEM)
Ti 0.36847 0.13980 0.51499
C 2.40980 -4.10146 1.11675
N 1.34328 -3.27675 1.62775
C 0.05325 -3.92442 1.49494
C 1.59690 -2.80130 2.98241
C 2.05248 -1.35356 3.14835
C 2.86674 -1.13247 4.26539
C 3.40855 0.10796 4.54358
C 3.15215 1.15078 3.66190
C 2.33330 0.91883 2.56888
C 1.71329 -0.31566 2.26747
H 2.23072 -4.33472 0.06271
H 2.51997 -5.05988 1.65858
H 3.36195 -3.56925 1.18988
H 0.00623 -4.86270 2.07987
H -0.14545 -4.15678 0.44718
H -0.73417 -3.25428 1.82435
H 2.38839 -3.41959 3.42692
H 0.70908 -2.99456 3.59478
H 3.08899 -1.96589 4.92799
H 4.03571 0.25340 5.41629
H 3.58236 2.13422 3.82374
H 2.14637 1.77365 1.91585
C 0.61164 5.39521 -0.66609
N 1.68459 4.42727 -0.70575
C 3.03072 4.68914 -0.54398
C 3.67847 3.51575 -0.61827
N 2.72408 2.52618 -0.82584
C 1.46388 3.09322 -0.86690
S -0.02944 2.39958 -1.05195
C 3.06141 1.16392 -1.03115
C 4.20502 0.87446 -1.77224
C 4.53644 -0.45857 -1.92294
C 3.74547 -1.43531 -1.33916
C 2.62477 -1.04911 -0.62634
N 2.27900 0.23763 -0.49834
H 1.04435 6.38091 -0.51156
H -0.07299 5.14934 0.14564
H 0.05607 5.37634 -1.60327
H 3.39744 5.68569 -0.37070
H 4.71891 3.27575 -0.49692
H 4.77095 1.66606 -2.23932
H 5.40563 -0.73053 -2.50968
H 3.96664 -2.48936 -1.43325
H 1.97473 -1.77393 -0.14349
F -0.57039 -1.39118 0.14293
N 0.87718 -3.97793 -6.25960
C 1.08890 -2.58669 -6.19972
S 1.61520 -1.80341 -7.60769
C 0.80621 -1.95425 -4.96732
C 0.28183 -2.64600 -3.83581
C 0.07946 -1.98112 -2.64738
N 0.33898 -0.67972 -2.44622
C 0.81337 -0.01210 -3.51967
C 1.04987 -0.56798 -4.74960
H 1.30925 -4.36023 -7.08379
H 1.16448 -4.47349 -5.42357
H -0.00388 -3.68986 -3.89743
H -0.32779 -2.50507 -1.78726
H 1.00275 1.04736 -3.36164
H 1.42729 0.03088 -5.56651
C -1.11088 1.12792 2.88256
O -0.48312 1.33194 1.66243
H -0.52791 1.57281 3.70101
H -1.24582 0.06313 3.11722
H -2.10590 1.58948 2.86173
O -3.01395 0.41696 0.22580
P -4.26775 0.35756 -0.56499
C -4.85001 2.09094 -0.77146
C -3.60706 2.97314 -1.04357
C -3.99858 4.33897 -1.61207
C -5.30237 4.82137 -0.98520
C -6.46633 3.89851 -1.39069
C -5.98426 2.47786 -1.71936
C -3.94256 -0.60122 -2.09746
C -2.82515 -0.01535 -2.96830
C -3.33015 0.93895 -4.04145
C -4.37827 0.26286 -4.92152
C -5.54584 -0.27427 -4.09413
C -5.05955 -1.18712 -2.97258
C -5.54238 -0.65444 0.31448
C -7.02750 -0.41482 -0.00741
C -7.66194 0.73294 0.77476
C -7.41158 0.59994 2.27182
C -5.91756 0.52048 2.56152
C -5.28076 -0.65400 1.82952
H -5.19496 2.32629 0.24465
H -2.91688 2.47030 -1.72259
H -3.05061 3.08100 -0.11243
H -4.12514 4.27584 -2.69872
H -3.18838 5.05222 -1.44349
H -5.52067 5.85336 -1.26896
H -5.18716 4.82286 0.10388
H -6.98773 4.30984 -2.25953
H -7.20442 3.85812 -0.58347
H -5.61865 2.44640 -2.74608
H -6.82574 1.78384 -1.68061
H -3.49115 -1.45503 -1.56986
H -2.33690 -0.85768 -3.47304
H -2.04789 0.42728 -2.34624
H -2.48626 1.27527 -4.64909
H -3.75425 1.83988 -3.58547
H -3.90025 -0.57233 -5.44624
H -4.74178 0.94693 -5.69289
H -6.23039 -0.83566 -4.73735
H -6.12694 0.55524 -3.68540
H -4.63274 -2.08260 -3.44044
H -5.89515 -1.54475 -2.36817
H -5.29561 -1.66364 -0.03390
H -7.57168 -1.33478 0.24228
H -7.17899 -0.26604 -1.07783
H -8.73434 0.77092 0.56274
H -7.25602 1.69082 0.43457
H -7.89182 -0.31538 2.64036
H -7.87272 1.43218 2.81008
H -5.74389 0.41323 3.63547
H -5.42305 1.45367 2.26976
H -5.68979 -1.58473 2.24192
H -4.20136 -0.66992 1.99212

- <S²> = 2.019
- charge = -1
- total energy (hartree) = -4242.5724
- maximum force (hartree/bohr) = 0.0222
- E_LUMO (spin up / spin down) (eV) = 2.10 / 2.10
- Kohn-Sham gap (spin up / spin down) (Eh) = 0.154 / 0.235
- spin multiplicity = 3

---

[3]
ORCA calculation (wB97M-V/def2-TZVPD) on a molecular structure, C43H63GeN4P3STeZr.

CARTESIAN COORDINATES (ANGSTROEM)
Zr 1.04669 0.92281 0.45815
C 3.19634 1.01672 -4.55798
C 3.34372 0.50048 -3.12275
C 4.54085 1.14309 -2.43879
P 1.76034 0.49838 -2.15484
C 0.92066 -0.85274 -3.11167
N -0.38185 -1.25162 -2.63574
Ge -1.03245 -0.74500 -0.74476
N -0.63417 -2.38916 -0.00657
C 0.71369 -2.70980 0.37773
P 1.31131 -1.52286 1.66401
C 3.12865 -1.78897 1.72616
C 3.74276 -0.80964 2.71545
C 3.63566 -3.21696 1.94422
C 0.34395 -2.05488 3.13231
C 0.17980 -0.96365 4.17881
C 0.84682 -3.35733 3.76415
C -1.69879 -3.28095 0.03557
C -1.74569 -4.48151 0.74540
C -2.93091 -5.18984 0.83182
C -4.09567 -4.72330 0.23772
C -4.05600 -3.55288 -0.50022
C -2.85651 -2.88103 -0.61774
N -2.72315 -1.70171 -1.51532
C -2.48809 -2.23414 -2.84686
C -3.40490 -2.99105 -3.53117
C -3.06756 -3.50669 -4.78051
C -1.80011 -3.28482 -5.33844
C -0.86801 -2.54811 -4.66551
C -1.18999 -1.98998 -3.38948
C -3.84571 -0.78836 -1.37317
C -4.75292 -0.45384 -2.35745
C -5.79870 0.39893 -2.01565
C -5.92376 0.89147 -0.72533
C -4.97157 0.59250 0.23856
C -3.91343 -0.23888 -0.09262
N -2.77747 -0.50770 0.71428
C -2.86060 -0.57126 1.97494
P -0.85897 2.14676 1.59349
C -0.06790 3.34211 2.77956
C -1.08030 4.14293 3.59847
C 0.82324 2.53351 3.71937
C -1.94976 3.10742 0.43739
C -1.26155 4.39062 -0.02956
C -3.33846 3.40318 1.00849
C 0.70936 2.02329 -2.38293
C -0.48707 1.87504 -3.32746
C 1.48859 3.29579 -2.73721
H 3.99289 0.58840 -5.16185
H 3.31486 2.09405 -4.59410
H 2.25788 0.75972 -5.03821
H 3.53866 -0.58274 -3.16026
H 4.42820 2.22253 -2.36041
H 5.42296 0.94609 -3.04335
H 4.71275 0.74022 -1.43951
H 1.60660 -1.71360 -3.06770
H 0.86188 -0.54243 -4.16415
H 1.41202 -2.69016 -0.47710
H 0.77171 -3.72258 0.79373
H 3.42100 -1.48127 0.69728
H 3.46065 -1.04953 3.73946
H 3.44436 0.22808 2.51565
H 4.83100 -0.84339 2.65665
H 3.53459 -3.52489 2.98053
H 4.69558 -3.24545 1.69954
H 3.14048 -3.95185 1.31519
H -0.63689 -2.24901 2.66568
H 1.12771 -0.72793 4.66159
H -0.50068 -1.30791 4.95406
H -0.22420 -0.03803 3.75005
H 1.74893 -3.18488 4.34567
H 1.04905 -4.14433 3.04351
H 0.08688 -3.72801 4.44931
H -0.87055 -4.85381 1.25596
H -2.95166 -6.11043 1.39174
H -5.01749 -5.26724 0.34565
H -4.94933 -3.16652 -0.96611
H -4.37396 -3.20363 -3.10956
H -3.79007 -4.09590 -5.32033
H -1.56230 -3.71324 -6.29798
H 0.11523 -2.40840 -5.08132
H -4.67823 -0.82699 -3.36190
H -6.52263 0.67191 -2.76841
H -6.75187 1.53350 -0.47330
H -5.04121 1.02705 1.22326
H -1.96124 -0.71157 2.55188
H -3.80274 -0.46785 2.50140
H 0.55477 4.02888 2.17695
H -1.82881 3.49632 4.05477
H -1.59105 4.89580 3.00499
H -0.56465 4.66461 4.40204
H 0.22636 1.96981 4.43609
H 1.48563 3.19553 4.27941
H 1.47812 1.80955 3.19603
H -2.07970 2.42504 -0.42605
H -1.22535 5.12932 0.77180
H -1.82644 4.83470 -0.84616
H -0.22625 4.22909 -0.36481
H -3.28712 4.09889 1.83873
H -3.83160 2.49974 1.36519
H -3.96648 3.85444 0.24515
H 0.26037 2.18866 -1.35645
H -0.15205 1.62279 -4.33166
H -1.00701 2.82966 -3.39320
H -1.21195 1.12788 -3.00408
H 1.75595 3.27976 -3.79125
H 2.39581 3.44191 -2.15669
H 0.84416 4.15965 -2.57991
Te 3.08934 2.83384 0.49281
C 4.61759 2.57250 1.87656
C 5.94050 2.64799 1.53321
C 6.79076 2.57881 2.66785
C 6.09617 2.46366 3.83359
S 4.40549 2.43155 3.57396
H 6.29776 2.76176 0.52392
H 7.86255 2.62716 2.61717
H 6.48587 2.40634 4.83148

- <S²> = 0.786
- charge = +3
- total energy (hartree) = -5708.6758
- maximum force (hartree/bohr) = 0.0167
- E_LUMO (spin up / spin down) (eV) = -8.52 / -10.10
- Kohn-Sham gap (spin up / spin down) (Eh) = 0.221 / 0.163
- energy relative to the best compared isomer or geometry (same formula, charge and spin) (eV) = 1.3239
- spin multiplicity = 2

---

> Among the records above, which one has the highest charge?

C43H63GeN4P3STeZr